# C3H12N2OS

2 unconnected molecules or ions with the total composition C3H12N2OS (the ωB97M-V functional and the def2-TZVPD basis, the Open Molecules 2025 dataset).

Last column: natural (NBO) charge in e.
Positions of all 19 atoms, in Å:
C (0.6375, -2.0665, -0.5628)  -0.2236
C (0.5256, -0.7807, -1.3620)  -0.5316
S (1.3272, -0.9608, -2.9831)  -0.0527
N (-0.2070, -1.9466, 0.6415)  -0.8527
H (1.6630, -2.2143, -0.2387)  0.1977
H (0.3472, -2.9199, -1.1900)  0.1678
H (0.9725, 0.0186, -0.7761)  0.2491
H (-0.5242, -0.5100, -1.4861)  0.1976
H (1.8373, 0.2744, -3.0383)  0.1296
H (-0.0821, -2.7618, 1.2258)  0.3652
H (-1.1777, -1.8921, 0.3617)  0.3557
H (0.3711, 0.2856, 1.5407)  0.4853
N (-1.0248, 3.0787, 1.0912)  -0.8366
C (-0.9515, 1.6643, 1.1087)  0.0906
O (0.4039, 1.2056, 1.2413)  -0.7661
H (-0.5063, 3.4922, 0.3286)  0.3636
H (-0.7311, 3.4824, 1.9691)  0.3627
H (-1.5267, 1.2793, 1.9506)  0.1537
H (-1.3541, 1.2714, 0.1778)  0.1446

Computed properties:
F_max = 0.58 eV Å⁻¹
net charge = 0
structure (SMILES) = NCCS.NCO
2S+1 = 1
orbital gap = 10.0 eV
electronic energy = -704.42147 Eh

# C3H2N2O2

A single C3H2N2O2 molecule in a non-equilibrium geometry (the ωB97M-V functional and the def2-TZVPD basis, the Open Molecules 2025 dataset).

Last column: natural (NBO) charge in e.
Positions of all 9 atoms, in Å:
C (-0.7770, 0.6858, -0.0874)  -0.2480
C (-0.9519, -0.6539, -0.0177)  -0.0269
C (0.6777, 0.9309, 0.0116)  0.5824
N (0.2242, -1.3058, -0.3736)  -0.0050
N (1.2606, -0.3595, -0.3026)  -0.0721
O (1.2711, 1.9827, 0.1378)  -0.4854
O (1.5154, -1.3633, 0.6680)  -0.2139
H (-1.4801, 1.4272, -0.0461)  0.2366
H (-1.7399, -1.3441, 0.0101)  0.2323

Computed properties:
F_max = 3.38 eV Å⁻¹
net charge = 0
structure (SMILES) = O=c1ccn2on12
2S+1 = 1
orbital gap = 8.4 eV
electronic energy = -375.29044 Eh

# C3H7NNaO

A molecular structure, C3H7NNaO (the ωB97M-V functional and the def2-TZVPD basis, the Open Molecules 2025 dataset).

Last column: natural (NBO) charge in e.
Positions of all 13 atoms, in Å:
O (-1.0246, -0.4972, 0.0522)  -0.6562
C (-0.2321, 0.4397, 0.0834)  0.6742
N (1.1047, 0.2485, -0.0936)  -0.6166
C (-0.6516, 1.8755, 0.3174)  -0.7160
C (1.6430, -1.0774, -0.3268)  -0.4141
H (1.7332, 1.0551, -0.0606)  0.4022
H (-0.3771, 2.5124, -0.5402)  0.2337
H (-1.7464, 1.9124, 0.4468)  0.2387
H (-0.1761, 2.2835, 1.2251)  0.2337
H (2.7377, -1.0060, -0.4422)  0.2111
H (1.2206, -1.5191, -1.2449)  0.2046
H (1.4216, -1.7480, 0.5204)  0.2046
Na (-5.6528, -4.4793, 0.0630)  1.0000

Computed properties:
F_max = 0.84 eV Å⁻¹
net charge = +1
2S+1 = 1
orbital gap = 6.1 eV
electronic energy = -410.59601 Eh

# C4H6N2O

A single C4H6N2O molecule (the ωB97M-V functional and the def2-TZVPD basis, the Open Molecules 2025 dataset).

Last column: natural (NBO) charge in e.
Positions of all 13 atoms, in Å:
O (0.5361, -2.6567, 1.1353)  -0.5291
C (0.8301, -1.5263, 1.0135)  0.8936
N (-1.2733, -0.9018, -0.0726)  -0.6418
C (-0.8184, -0.1659, -0.9986)  0.1549
C (0.0110, 1.0296, -0.6274)  -0.4841
C (0.7089, 0.8708, 0.7349)  -0.2077
N (1.3344, -0.4248, 0.9091)  -0.5774
H (-1.7999, -1.7037, -0.4094)  0.3564
H (-0.7141, 1.8507, -0.5713)  0.2362
H (-1.0155, -0.3258, -2.0655)  0.1619
H (0.7201, 1.2879, -1.4221)  0.2201
H (1.4953, 1.6239, 0.8365)  0.2107
H (-0.0146, 1.0421, 1.5376)  0.2062

Computed properties:
F_max = 0.76 eV Å⁻¹
net charge = 0
structure (SMILES) = [H]/N=C/CCN=C=O
2S+1 = 1
orbital gap = 10.8 eV
electronic energy = -340.75262 Eh

# C34H67BClF13N3O6S

3 unconnected molecules or ions with the total composition C34H67BClF13N3O6S in a non-equilibrium geometry (the ωB97M-V functional and the def2-TZVPD basis, the Open Molecules 2025 dataset).

Last column: Mulliken charge in e.
Positions of all 126 atoms, in Å:
C (-3.9803, 1.4696, -0.1697)  -0.7880
O (-2.5636, 1.6986, -0.0400)  0.0586
C (-1.7948, 0.5268, -0.3096)  -1.7407
C (-0.2239, 0.8408, -0.5309)  0.7928
C (0.1947, 2.1606, 0.2460)  -0.2040
C (-0.1752, 2.2068, 1.7964)  -1.2341
C (-0.7601, 3.6053, 2.2618)  0.6282
F (-1.8152, 4.0460, 1.4565)  -0.2158
F (0.2873, 4.5356, 2.0331)  -0.3719
C (-1.0776, 3.6861, 3.8148)  0.5232
F (-1.0163, 5.0477, 4.1611)  -0.2928
F (-0.1163, 2.9695, 4.5053)  -0.2986
C (-2.5896, 3.2417, 4.1789)  0.2975
F (-3.3539, 4.3600, 3.8398)  -0.2121
F (-2.8568, 2.1810, 3.2952)  -0.2782
C (-2.6984, 2.8288, 5.7001)  0.8303
F (-1.9402, 3.6368, 6.5430)  -0.2565
F (-2.1555, 1.5428, 5.8023)  -0.2578
S (-4.4270, 2.7492, 6.4249)  1.2482
F (-4.3120, 1.0866, 6.5759)  -0.3254
F (-5.1503, 2.4930, 4.9721)  -0.2905
F (-4.6232, 4.3754, 6.3778)  -0.2637
F (-3.7818, 2.8356, 7.9553)  -0.3262
F (-5.9159, 2.6556, 7.1303)  -0.2951
C (0.4696, -0.3885, 0.2530)  -1.8096
N (1.9269, -0.3703, -0.0875)  0.4717
C (1.9939, -0.6661, -1.5689)  -1.4445
C (3.4873, -1.0693, -1.9200)  -0.9590
O (3.5782, -2.1946, -2.8284)  -0.2769
C (3.3786, -3.4173, -2.0968)  -0.0670
O (2.7933, -4.3522, -3.0260)  -0.3370
C (2.8306, -5.6963, -2.4707)  -0.1426
C (1.4878, -6.3972, -2.9812)  -0.5789
O (0.3395, -5.7660, -2.3634)  -0.5653
C (1.3891, 0.5358, -2.4596)  1.2833
C (1.2860, -0.1148, -3.9123)  -1.6424
C (0.1950, -1.2977, -4.0227)  0.4937
C (-0.0639, -1.6870, -5.5590)  -0.5649
O (-0.0801, -3.1476, -5.5865)  -0.5153
C (2.3536, 1.8005, -2.3394)  -0.7528
C (3.0245, 2.3886, -3.6463)  -0.1391
C (4.1170, 1.5098, -4.3803)  -1.1064
Cl (1.8437, 3.2038, -4.8165)  -0.1894
N (0.0106, 0.8190, -1.9811)  0.6306
B (-0.7516, 1.8315, -2.7691)  0.5444
N (-0.6129, 3.3121, -2.7189)  -0.5223
O (-1.7838, 1.3291, -3.6551)  -0.7763
H (-4.4562, 2.4805, -0.3973)  0.2786
H (-4.2727, 0.7720, -1.0064)  0.2974
H (-4.3885, 1.1676, 0.8460)  0.2533
H (-2.2158, -0.1183, -1.1552)  0.6049
H (-1.9094, -0.1391, 0.6213)  0.4507
H (1.3273, 2.3127, 0.1960)  0.4968
H (-0.2327, 3.1193, -0.1986)  0.3643
H (-0.8489, 1.3352, 2.0811)  0.4491
H (0.7832, 2.0383, 2.3895)  0.4097
H (0.2669, -0.3833, 1.3588)  0.5053
H (-0.0759, -1.3091, -0.1438)  0.3517
H (2.4209, 0.4886, 0.1916)  0.5221
H (2.3614, -1.1374, 0.4617)  0.6260
H (1.3939, -1.6268, -1.6926)  0.6794
H (4.1525, -0.2272, -2.2536)  -0.0710
H (3.9555, -1.4557, -0.9441)  0.4413
H (2.6135, -3.3013, -1.2571)  0.2565
H (4.3251, -3.8173, -1.6232)  0.2254
H (2.9242, -5.7076, -1.3427)  0.2935
H (3.6843, -6.3119, -2.9134)  0.1864
H (1.4029, -6.1756, -4.0951)  0.2720
H (1.5035, -7.5167, -2.8671)  0.3760
H (0.2896, -4.8988, -2.8079)  0.3137
H (2.2520, -0.6254, -4.2417)  0.2911
H (1.0329, 0.6049, -4.7413)  0.7529
H (-0.7743, -1.0634, -3.5087)  0.0640
H (0.7058, -2.2212, -3.5842)  -0.4526
H (-1.0867, -1.3325, -5.8749)  0.2939
H (0.7807, -1.3506, -6.2280)  0.3152
H (-0.2886, -3.4537, -6.4875)  0.3324
H (3.2249, 1.5919, -1.6208)  0.5620
H (1.8599, 2.7096, -1.8545)  0.0640
H (3.6204, 3.2879, -3.2663)  0.5767
H (3.7185, 0.6974, -5.0487)  0.1958
H (4.9458, 1.1561, -3.6810)  0.3228
H (4.6557, 2.2296, -5.0872)  0.4425
H (-1.4392, 3.6547, -2.1966)  0.2353
H (-0.7640, 3.6885, -3.6694)  0.2764
H (-2.2541, 0.5915, -3.2177)  0.3288
C (-9.4952, 8.4825, 3.7690)  -1.2048
C (-9.2902, 6.9968, 3.5052)  -0.3998
C (-8.5336, 6.2847, 4.6273)  -0.6971
C (-7.1055, 6.7854, 4.8664)  -0.5231
C (-6.1807, 6.7112, 3.6505)  -0.4713
C (-5.9568, 5.2884, 3.1558)  -0.8183
H (-8.5452, 9.0148, 3.8485)  0.2865
H (-10.0607, 8.9372, 2.9515)  0.3791
H (-10.0556, 8.6382, 4.6945)  0.2959
H (-8.7744, 6.8602, 2.5492)  0.2200
H (-10.2704, 6.5225, 3.3937)  0.3945
H (-8.5118, 5.2107, 4.4125)  0.2704
H (-9.0970, 6.3911, 5.5605)  0.4256
H (-6.6672, 6.1997, 5.6827)  0.1267
H (-7.1368, 7.8200, 5.2228)  0.3820
H (-5.2121, 7.1425, 3.9250)  0.3379
H (-6.5703, 7.3274, 2.8350)  0.2919
H (-5.5223, 4.6710, 3.9404)  0.0573
H (-5.2708, 5.2880, 2.3047)  0.3079
H (-6.8892, 4.8228, 2.8277)  0.3822
C (7.3560, -10.2991, 0.1622)  -1.2395
C (6.3061, -9.3283, -0.3613)  -0.3337
C (6.6538, -8.7470, -1.7326)  -0.2600
C (7.9377, -7.9117, -1.7771)  -0.7581
C (7.9693, -6.7211, -0.8182)  -0.5319
C (6.8890, -5.6892, -1.1120)  -0.9135
H (8.3238, -9.8132, 0.3007)  0.2875
H (7.0482, -10.7031, 1.1299)  0.3807
H (7.4870, -11.1371, -0.5272)  0.3021
H (6.1513, -8.5252, 0.3668)  0.2414
H (5.3504, -9.8561, -0.4416)  0.3653
H (5.8115, -8.1392, -2.0826)  -0.0839
H (6.7505, -9.5662, -2.4528)  0.3876
H (8.0762, -7.5473, -2.8013)  0.3597
H (8.7984, -8.5549, -1.5688)  0.3390
H (8.9473, -6.2362, -0.8997)  0.3583
H (7.8814, -7.0611, 0.2177)  0.2686
H (6.9901, -5.2991, -2.1285)  0.3317
H (6.9708, -4.8491, -0.4166)  0.4089
H (5.8856, -6.1093, -1.0026)  0.1003

Computed properties:
F_max = 4.62 eV Å⁻¹
net charge = +1
2S+1 = 1
orbital gap = 8.9 eV
electronic energy = -4132.48243 Eh

# C2H4N2

2 unconnected molecules or ions with the total composition C2H4N2 in a non-equilibrium geometry (the ωB97M-V functional and the def2-TZVPD basis, the Open Molecules 2025 dataset).

Last column: natural (NBO) charge in e.
Positions of all 8 atoms, in Å:
C (-1.4869, 0.3299, 0.9372)  -0.1617
C (1.4505, -0.3887, -0.9551)  -0.1647
N (-0.4201, -0.2739, 1.0073)  -0.2318
N (0.3779, 0.1867, -0.9302)  -0.2374
H (-2.0864, 0.6699, 1.9042)  0.1924
H (-2.0715, 0.7129, 0.0218)  0.2031
H (2.2128, -0.2566, -1.8658)  0.1948
H (2.0236, -0.9802, -0.1195)  0.2054

Computed properties:
F_max = 4.80 eV Å⁻¹
net charge = 0
2S+1 = 1
orbital gap (alpha / beta) = 9.1 / 9.1 eV
electronic energy = -187.94711 Eh